C25H21AsBF7N3S3Zr | wB97M-V/def2-TZVPD

CARTESIAN COORDINATES (ANGSTROEM)
Zr1 1.272 0.425 1.127
F1 -1.234 4.983 -0.531
C1 -0.422 5.407 0.446
F2 -0.937 6.539 0.938
F3 0.759 5.704 -0.108
C2 -0.278 4.360 1.525
C3 -0.657 4.627 2.825
C4 -0.529 3.654 3.815
C5 -0.027 2.428 3.461
N1 0.336 2.175 2.191
C6 0.237 3.099 1.229
S1 0.831 2.488 -0.315
H1 -1.056 5.603 3.066
H2 -0.818 3.850 4.837
H3 0.093 1.617 4.166
S2 -0.185 -0.838 2.712
C7 -0.710 -2.433 2.134
C8 -1.101 -3.393 3.062
C9 -1.550 -4.629 2.619
C10 -1.620 -4.918 1.262
C11 -1.243 -3.958 0.333
C12 -0.800 -2.722 0.782
As1 -0.297 -1.299 -0.370
C13 -0.098 -2.101 -2.089
C14 -1.099 -1.989 -3.046
C15 -0.978 -2.679 -4.247
C16 0.125 -3.484 -4.482
C17 1.115 -3.609 -3.515
C18 1.007 -2.918 -2.319
C19 -1.901 -0.207 -0.500
C20 -2.959 -0.409 0.377
C21 -4.086 0.398 0.293
C22 -4.155 1.401 -0.664
C23 -3.099 1.598 -1.543
C24 -1.969 0.798 -1.459
H4 -1.048 -3.176 4.121
H5 -1.844 -5.377 3.345
H6 -1.967 -5.886 0.928
H7 -1.302 -4.176 -0.725
H8 -1.978 -1.383 -2.874
H9 -1.758 -2.590 -4.993
H10 0.210 -4.023 -5.417
H11 1.971 -4.247 -3.689
H12 1.783 -3.032 -1.573
H13 -2.918 -1.189 1.126
H14 -4.912 0.239 0.974
H15 -5.035 2.028 -0.727
H16 -3.147 2.378 -2.292
H17 -1.152 0.968 -2.150
F4 4.830 0.163 2.797
B1 3.567 0.295 2.412
F5 3.358 1.325 1.387
F6 3.009 -0.857 1.710
F7 2.571 0.619 3.333
N2 4.796 1.350 -0.971
C25 3.893 0.836 -1.787
N3 4.073 1.014 -3.096
S3 2.510 -0.117 -1.354
H18 5.581 1.880 -1.311
H19 4.687 1.245 0.020
H20 4.875 1.492 -3.474
H21 3.380 0.656 -3.731

Atoms 1-3, force components in eV/Å:
0.47 -0.12 -0.98
-0.04 -0.02 -0.08
0.02 -0.13 0.10

Computed properties:
M = 769.609 u
Orbital gap = 7.35 eV
2S+1 = 1
Relative energy (zero: lowest compared OMol25 entry of this formula, charge and spin) = 64.8 kJ/mol
Strongest force on any atom = 1.09 eV Å⁻¹
Calculated total energy = -145065.6309 eV
Net charge = +1

Results of the Mulliken charge analysis, in e, for atoms 1 through 4: atom 1 (Zr): 0.39, atom 2 (F): -0.19, atom 3 (C): 0.53, atom 4 (F): -0.30